(1)
DFT (the ωB97M-V functional and the def2-TZVPD basis) results for a 5-piece molecular cluster, C33H61F4N3O15PS5 overall.

Atoms and positions in Å:
C: 5.84418 -4.10222 -0.61129
C: 4.67484 -3.38214 0.21194
P: 4.52739 -1.62962 -0.38748
C: 3.27641 -1.68147 -1.79418
N: 3.80403 -0.48058 0.94046
C: 3.03947 -1.40481 1.86392
C: 1.97578 -0.73620 2.82466
C: 0.56554 -0.76730 2.08407
C: -0.40059 0.42952 2.44561
C: -1.00560 1.16690 1.18412
C: -1.55184 0.19862 0.07492
C: -2.26102 0.99868 -1.11382
S: -1.53743 0.46006 -2.75573
C: -1.92028 -1.29444 -2.93806
N: -1.02792 -2.17959 -2.45735
N: -1.52601 -3.42848 -2.67532
C: -2.71481 -3.24305 -3.28535
O: -3.01325 -1.91594 -3.50680
O: 2.90692 0.25794 0.20341
C: 2.73514 1.63276 0.48767
O: 2.12461 2.11634 1.39040
C: 3.33037 2.63931 -0.55730
C: 2.70707 2.56284 -1.89434
C: 3.10928 3.44537 -2.98196
C: 4.19837 4.38777 -2.69878
C: 4.81023 4.45917 -1.37125
C: 4.37706 3.60060 -0.25555
C: 5.01264 0.16879 1.50843
F: 5.71250 0.93286 0.61040
F: 5.90617 -0.88224 1.75932
C: 4.88388 0.87631 2.91761
F: 5.99711 1.67877 3.12932
F: 4.96117 -0.11224 3.89072
H: 5.68067 -3.96948 -1.71223
H: 6.79396 -3.57303 -0.33007
H: 5.92544 -5.18655 -0.32733
H: 3.72505 -3.96667 0.05789
H: 4.95118 -3.48824 1.29021
H: 3.64654 -2.39722 -2.57195
H: 3.26383 -0.65124 -2.23809
H: 2.24473 -1.90580 -1.41787
H: 3.73216 -2.00973 2.51078
H: 2.42588 -2.06426 1.18646
H: 1.86752 -1.43520 3.70452
H: 2.24491 0.25703 3.25056
H: 0.71707 -0.82459 0.97762
H: 0.04820 -1.72051 2.38496
H: -1.26711 0.12715 3.09476
H: 0.19943 1.19876 3.00917
H: -0.28328 1.86587 0.67913
H: -1.88207 1.80801 1.52115
H: -2.23460 -0.60534 0.47650
H: -0.70755 -0.35828 -0.42977
H: -3.34674 0.72312 -1.17714
H: -2.10295 2.10267 -1.05091
H: -3.33079 -4.13255 -3.55492
H: 1.88514 1.83462 -2.08940
H: 2.57914 3.35672 -3.95483
H: 4.50513 5.04788 -3.54848
H: 5.63100 5.21101 -1.25833
H: 4.83724 3.66344 0.76094
H: 3.99345 1.53178 3.05814
O: -3.14168 -4.66660 -6.40288
S: -3.88358 -3.81492 -7.29061
O: -5.30631 -3.68444 -7.19748
O: -3.49230 -4.17217 -8.80429
C: -3.60847 -5.53512 -9.23547
C: -5.04872 -5.91156 -9.52618
C: -3.16819 -2.19979 -7.25774
H: -3.16367 -6.21049 -8.50063
H: -3.02185 -5.62360 -10.15076
H: -5.64291 -5.92722 -8.61118
H: -5.10182 -6.90213 -9.98082
H: -5.50961 -5.18588 -10.19854
H: -2.09100 -2.28906 -7.38403
H: -3.39797 -1.75354 -6.29089
H: -3.60607 -1.60491 -8.05682
O: -4.09249 4.73392 0.47863
S: -3.74340 4.63304 1.86606
O: -3.77038 3.37978 2.56416
O: -4.58997 5.70931 2.69675
C: -6.02044 5.70797 2.55921
C: -6.66293 4.59469 3.36273
C: -2.15702 5.37366 2.10636
H: -6.30531 5.65042 1.50615
H: -6.37077 6.67057 2.93480
H: -6.40941 3.61626 2.95034
H: -7.74796 4.69312 3.35612
H: -6.31149 4.61008 4.39616
H: -2.14791 6.34994 1.62616
H: -1.41280 4.72258 1.64904
H: -1.96863 5.46328 3.17448
O: -9.34084 8.13563 5.06007
S: -9.11685 6.92752 5.79845
O: -9.10315 5.64153 5.16181
O: -10.12981 6.87901 7.04127
C: -11.53213 7.03290 6.78421
C: -12.14726 5.75698 6.24171
C: -7.63002 7.10460 6.73627
H: -11.70980 7.87499 6.11106
H: -11.99876 7.27956 7.73868
H: -11.77157 5.53420 5.24180
H: -13.23288 5.84992 6.18208
H: -11.89699 4.90631 6.87815
H: -7.65957 8.05385 7.26706
H: -6.79310 7.08938 6.03927
H: -7.55142 6.27151 7.43214
O: 9.73363 -6.51879 1.56056
S: 9.74529 -6.12756 0.18194
O: 8.53049 -5.98348 -0.56930
O: 10.74339 -7.08755 -0.62519
C: 10.55559 -8.50630 -0.52635
C: 9.40692 -8.98303 -1.39455
C: 10.69103 -4.64465 0.01614
H: 10.41419 -8.80401 0.51529
H: 11.48184 -8.96790 -0.87029
H: 8.45101 -8.61595 -1.01741
H: 9.36696 -10.07327 -1.41278
H: 9.51513 -8.61344 -2.41583
H: 11.63705 -4.77042 0.53843
H: 10.11924 -3.83327 0.46427
H: 10.85339 -4.44703 -1.04171

Atoms 1-6, force components in eV/Å:
C -0.1 1.1 0.3
C -0.6 -1.5 0.3
P 2.3 -1.0 -3.1
C -0.7 0.8 1.0
N -0.5 -2.4 0.6
C -1.4 -0.3 2.2

Its multiplicity is 1. The value obtained for the HOMO-LUMO gap is 8.2 eV. For the total energy, the calculation gives -5318.11530 hartree. The charge is +1.

=====

(2)
DFT (the ωB97M-V functional and the def2-TZVPD basis) results for a 3-piece molecular cluster, C33H61FIN4O8 overall.

Atoms and positions in Å:
C: -5.45859 2.82910 -1.33377
C: -4.29902 3.21970 -0.82037
C: -2.90706 3.30135 -0.02921
C: -2.67889 2.10707 1.04967
C: -1.08904 1.92564 1.27423
C: -0.37671 0.83334 0.32547
N: -1.00263 -0.52916 0.29881
C: -0.37280 -1.54786 1.25177
C: -0.78158 -1.16346 2.75917
C: -2.35843 -0.94657 3.01777
O: -3.31270 -1.46263 2.35377
I: -2.89953 0.41533 4.65510
O: -0.99622 -2.79592 0.76641
C: -1.13140 -3.79714 1.79776
C: -1.35264 -5.24163 1.04326
C: -2.55921 -5.12295 -0.05017
C: -1.99893 -4.86035 -1.55764
C: 1.25888 -1.63390 1.00285
C: 1.62713 -2.93029 0.05898
N: 1.10957 -2.73401 -1.36521
C: 1.23610 -4.05535 -2.11855
C: 2.04164 -1.77425 2.40714
C: 3.59792 -2.14073 2.34062
C: 4.26373 -1.86103 3.81179
F: 4.38798 -1.44720 1.34378
O: 1.82803 -0.53001 0.27367
C: 1.25727 0.76704 0.49110
C: 1.80426 1.57176 1.79717
C: 3.38615 1.41981 2.05941
O: 3.79480 1.43037 3.26712
C: 1.85603 1.67311 -0.75532
O: 1.65636 1.03836 -2.04567
C: 2.92203 0.72428 -2.70619
C: 2.53653 -0.26554 -3.95018
O: 1.94958 0.48106 -5.07462
C: 0.91381 -0.42079 -5.61664
C: 0.31667 0.06757 -7.03378
H: -6.44807 2.37074 -1.72888
H: -2.93262 4.30713 0.56583
H: -1.97513 3.39315 -0.72315
H: -3.26373 1.14374 0.82824
H: -3.10453 2.51262 2.05973
H: -0.90299 1.81147 2.40020
H: -0.61000 2.95318 0.98288
H: -0.55065 1.24539 -0.75856
H: -0.77538 -0.92636 -0.65320
H: -2.04560 -0.54187 0.33881
H: -0.26637 -0.16198 3.01116
H: -0.41962 -1.89727 3.58039
H: -0.13795 -3.90099 2.37049
H: -2.01676 -3.66948 2.52066
H: -0.35988 -5.58392 0.56688
H: -1.72189 -5.98357 1.85792
H: -3.05239 -6.17987 -0.08076
H: -3.38748 -4.38805 0.26840
H: -1.16802 -5.66296 -1.72754
H: -1.50339 -3.82549 -1.63998
H: -2.80822 -4.99408 -2.37471
H: 2.78510 -3.02360 -0.09330
H: 1.30266 -3.92877 0.52289
H: 1.85046 -2.14597 -1.80149
H: 0.50458 -3.94995 -3.02408
H: 2.28294 -4.19954 -2.57972
H: 0.91575 -4.95143 -1.46963
H: 1.52174 -2.65022 2.98433
H: 1.92992 -0.85569 3.11469
H: 3.70764 -3.28488 2.16051
H: 4.17949 -2.86588 4.40274
H: 5.39286 -1.62437 3.71983
H: 3.67748 -1.08378 4.42298
H: 1.62472 2.70310 1.55619
H: 1.24073 1.36352 2.77072
H: 4.13551 1.27661 1.17484
H: 2.98130 1.88841 -0.63279
H: 1.24167 2.66820 -0.76269
H: 3.61325 0.20928 -1.93717
H: 3.36394 1.68345 -3.16548
H: 1.66798 -0.93365 -3.54466
H: 3.41709 -0.94344 -4.27319
H: 1.34577 -1.50017 -5.72720
H: 0.00428 -0.51167 -4.88709
H: -0.74361 -0.39325 -7.14578
H: 0.91923 -0.33001 -7.95209
H: 0.18386 1.20827 -7.09142
C: 1.44955 4.26116 -7.70338
O: 0.56529 3.42201 -7.70946
N: 2.75222 4.03533 -7.35483
C: 3.74626 5.08855 -7.37327
C: 3.15213 2.69994 -6.95409
H: 1.25451 5.30714 -7.99045
H: 4.54481 4.81113 -8.06650
H: 4.15866 5.20534 -6.36741
H: 3.30799 6.03602 -7.69271
H: 2.94867 2.00544 -7.77366
H: 2.56501 2.39732 -6.08438
H: 4.21517 2.67511 -6.70669
C: -3.59728 1.70354 8.08022
O: -2.65808 2.13011 7.42595
N: -4.75043 2.38593 8.34508
C: -5.82186 1.80921 9.13187
C: -4.90836 3.72939 7.82313
H: -3.58127 0.69448 8.52305
H: -6.72922 1.77276 8.52333
H: -5.99480 2.43666 10.01000
H: -5.56873 0.79867 9.45818
H: -4.83536 3.70029 6.73264
H: -4.10495 4.36060 8.21165
H: -5.87471 4.14368 8.11548

Atoms 1-6, force components in eV/Å:
C 6.2 1.5 2.9
C -5.4 -3.2 -2.1
C -1.0 0.8 -0.3
C 0.0 1.0 0.6
C -0.2 0.5 0.0
C 0.3 2.5 -1.0

Its multiplicity is 1. The value obtained for the HOMO-LUMO gap is 7.8 eV. For the total energy, the calculation gives -2511.85182 hartree. The charge is +1.

=====

(3)
DFT (the ωB97M-V functional and the def2-TZVPD basis) results for a 13-piece molecular cluster, C33H62Br24N overall.

Atoms and positions in Å:
C: 2.16461 -3.96142 -1.93296
N: 3.29203 -4.69123 -1.24642
C: 4.23371 -3.69869 -0.65226
C: 5.12565 -4.27367 0.46704
C: 5.00744 -5.54930 1.00202
C: 5.84638 -5.95240 2.04350
C: 6.77010 -5.05898 2.54199
C: 6.91795 -3.77328 2.01370
C: 7.93952 -2.75053 2.50284
C: 6.08562 -3.38947 0.96810
H: 1.89869 -3.02881 -1.42200
H: 1.25942 -4.58283 -1.95673
H: 2.48007 -3.69411 -2.95031
H: 3.72482 -5.29226 -1.95048
H: 2.89051 -5.26013 -0.48940
H: 4.90042 -3.26125 -1.41272
H: 3.70711 -2.84089 -0.20784
H: 4.25778 -6.24715 0.64589
H: 5.78364 -6.95482 2.46466
H: 7.42008 -5.34179 3.37632
H: 7.49943 -2.01341 3.19165
H: 8.78337 -3.29041 2.94858
H: 8.27008 -2.17028 1.62706
H: 6.16607 -2.38787 0.53141
Br: -0.68133 -1.68027 -3.84235
C: 0.61653 -0.47512 -4.65220
C: 1.95862 -0.60182 -3.98482
Br: 2.00195 0.29424 -2.25016
H: 0.19990 0.52556 -4.59478
H: 0.67912 -0.77916 -5.69563
H: 2.72880 -0.10897 -4.57602
H: 2.24771 -1.62997 -3.80632
Br: 2.91704 -9.43428 -2.44363
C: 4.60102 -8.88944 -3.25547
C: 5.67572 -8.70292 -2.21663
Br: 5.43642 -7.03010 -1.23185
H: 4.39821 -7.98730 -3.82537
H: 4.86386 -9.69410 -3.93932
H: 6.65340 -8.62204 -2.68922
H: 5.70011 -9.49647 -1.47564
Br: 4.80839 -2.96290 -4.10059
C: 6.12527 -1.77249 -4.90752
C: 7.46433 -1.91293 -4.23633
Br: 7.48701 -1.01273 -2.51059
H: 5.71798 -0.76735 -4.84926
H: 6.18355 -2.07559 -5.95116
H: 8.23867 -1.42590 -4.82573
H: 7.74455 -2.94676 -4.05725
Br: 3.08533 -5.86956 3.79038
C: 1.92135 -4.48438 3.08565
C: 0.61989 -5.05569 2.59286
Br: 0.84155 -5.94745 0.86616
H: 2.48013 -3.96934 2.30726
H: 1.75216 -3.80277 3.91695
H: -0.10488 -4.26399 2.41231
H: 0.19112 -5.78795 3.27016
Br: -0.07426 2.73928 -3.09722
C: -1.33362 4.07679 -3.74301
C: -2.63438 3.44219 -4.15774
Br: -2.46606 2.54941 -5.88248
H: -0.84277 4.60905 -4.55265
H: -1.48674 4.75646 -2.90545
H: -3.40318 4.19802 -4.30048
H: -2.99002 2.69863 -3.45065
Br: 6.95001 -8.93411 4.64040
C: 6.96562 -10.48018 3.45596
C: 7.99656 -10.33034 2.36966
Br: 7.39043 -9.09591 0.98996
H: 5.95618 -10.59261 3.07149
H: 7.20437 -11.32799 4.09515
H: 8.15493 -11.27804 1.85849
H: 8.94859 -9.95470 2.73237
Br: -4.44018 5.19754 -1.62574
C: -5.68639 6.55332 -2.26005
C: -6.98260 5.93389 -2.70383
Br: -6.80072 5.07884 -4.44878
H: -5.18394 7.10072 -3.05284
H: -5.84549 7.21525 -1.41057
H: -7.74608 6.69983 -2.83784
H: -7.35118 5.17688 -2.01937
Br: -10.38426 8.22196 -4.41710
C: -9.06069 9.42578 -5.18488
C: -7.71932 9.27094 -4.51931
Br: -7.67599 10.12530 -2.76967
H: -9.46693 10.42968 -5.10527
H: -8.99432 9.14613 -6.23468
H: -6.94541 9.77071 -5.09902
H: -7.44168 8.23198 -4.36862
Br: -6.94513 2.35327 2.10717
C: -6.25304 4.14131 2.45647
C: -7.35771 5.16083 2.52572
Br: -8.02116 5.62843 0.75541
H: -5.52580 4.35176 1.67944
H: -5.74645 4.06727 3.41807
H: -6.98662 6.09538 2.94468
H: -8.21345 4.82196 3.10211
Br: -3.25687 5.46251 2.23115
C: -1.45921 6.16004 1.98942
C: -0.93568 5.84456 0.61189
Br: -0.38314 3.98223 0.46306
H: -0.84823 5.74635 2.78623
H: -1.54855 7.23690 2.12738
H: -0.03889 6.42497 0.40232
H: -1.66910 6.01875 -0.17111
Br: -6.44379 2.94573 6.32364
C: -6.77934 1.11609 5.74673
C: -8.03125 0.56178 6.37148
Br: -7.74185 0.06398 8.23156
H: -5.89117 0.54045 5.99045
H: -6.88506 1.17484 4.66518
H: -8.33040 -0.35868 5.87367
H: -8.85934 1.26415 6.35803
Br: -6.62582 7.04791 6.17401
C: -4.82130 7.74470 5.96080
C: -4.81165 8.98372 5.10624
Br: -5.02682 8.51631 3.23114
H: -4.21947 6.94018 5.54701
H: -4.47848 7.96812 6.96952
H: -3.85044 9.49018 5.17266
H: -5.60325 9.68425 5.35475

Atoms 1-6, force components in eV/Å:
C -0.7 0.1 -0.4
N -1.1 1.7 -0.1
C 1.7 0.1 1.1
C -0.3 0.2 -0.3
C -0.3 0.5 0.6
C 0.0 0.2 -0.1

Its multiplicity is 1. The value obtained for the HOMO-LUMO gap is 9.0 eV. For the total energy, the calculation gives -63125.51543 hartree. The charge is +1.

=====

(4)
DFT (the ωB97M-V functional and the def2-TZVPD basis) results for a 3-piece molecular cluster, C33H62N4O2S2 overall.

Atoms and positions in Å:
C: -0.67027 -3.98367 -0.15651
C: -0.34995 -2.48046 -0.23206
O: 0.99740 -2.19328 0.15622
C: 1.73214 -1.69888 -0.89531
O: 1.95049 -2.40223 -1.85082
C: 2.27294 -0.30513 -0.76878
C: 1.12931 0.71202 -0.48918
C: 0.94640 1.79065 -1.56472
C: 0.48415 1.34865 -2.96690
C: 1.64165 0.84005 -3.72314
N: 2.56294 0.45957 -4.29878
C: 0.04195 2.60878 -3.76136
C: -1.18242 3.37436 -3.23180
C: -2.37954 3.22547 -4.18459
S: -3.78273 4.25927 -3.66898
C: -5.32278 3.36931 -3.98713
S: -6.33312 4.04918 -5.05088
N: -5.72166 2.17506 -3.33340
C: -4.87908 1.01182 -3.63383
C: -5.78736 -0.18686 -4.02874
C: -6.00274 2.34387 -1.90406
C: -4.80800 2.60121 -0.96232
C: -0.55163 0.19735 -2.97719
C: -1.62527 0.39421 -1.99229
N: -2.28637 0.38393 -1.04791
N: -1.14473 0.16327 -4.34114
C: -1.28227 -0.97891 -4.90216
C: -1.82790 -2.20234 -4.21085
C: -0.93798 -1.11042 -6.36328
H: -1.27869 -4.18732 0.71969
H: -1.16060 -4.31484 -1.06700
H: 0.27845 -4.50496 -0.05763
H: -0.52514 -2.16056 -1.25690
H: -1.05997 -1.92848 0.38210
H: 2.91216 -0.04403 -1.60345
H: 2.91043 -0.33320 0.11905
H: 0.22626 0.15539 -0.25498
H: 1.38456 1.24471 0.42513
H: 1.92043 2.26632 -1.69067
H: 0.29990 2.55741 -1.14371
H: -0.05016 2.38482 -4.81817
H: 0.90097 3.27670 -3.67040
H: -1.50464 3.09505 -2.23064
H: -0.92715 4.43405 -3.22712
H: -2.07425 3.56203 -5.17431
H: -2.60553 2.16952 -4.27573
H: -4.28554 0.68337 -2.78236
H: -4.26268 1.21041 -4.50301
H: -6.75275 0.22506 -4.31527
H: -5.93796 -0.87272 -3.19864
H: -5.40057 -0.71139 -4.90050
H: -6.74893 3.12419 -1.77468
H: -6.48268 1.41844 -1.58262
H: -4.77014 1.90050 -0.13143
H: -4.88434 3.60070 -0.53552
H: -3.85222 2.56472 -1.47294
H: -0.04675 -0.75599 -2.83841
H: -1.22168 -2.50186 -3.35242
H: -1.84296 -3.04371 -4.89839
H: -2.84195 -2.02352 -3.85899
H: -0.54139 -2.10112 -6.56330
H: -1.81690 -0.91018 -6.98033
H: -0.20529 -0.34498 -6.59705
C: 3.99890 -2.99165 1.70886
C: 5.32348 -3.19496 2.43700
C: 5.19321 -3.11560 3.95712
C: 4.70851 -1.76658 4.49180
C: 5.56722 -0.56642 4.09727
C: 6.99573 -0.64117 4.62829
H: 3.58272 -1.99783 1.88893
H: 4.13730 -3.09832 0.63103
H: 3.26193 -3.73176 2.02636
H: 6.05545 -2.46540 2.07931
H: 5.72149 -4.17852 2.17472
H: 6.15824 -3.36302 4.40829
H: 4.49836 -3.89106 4.29490
H: 4.65991 -1.82418 5.58402
H: 3.68224 -1.58950 4.15697
H: 5.09447 0.33830 4.48981
H: 5.58568 -0.45432 3.00941
H: 7.00238 -0.71766 5.71742
H: 7.55428 0.25458 4.35307
H: 7.53338 -1.49908 4.22211
C: -1.28027 2.62498 5.76884
C: -1.22645 1.10899 5.93440
C: 0.19092 0.56552 6.10678
C: 1.12389 0.80906 4.92023
C: 0.63311 0.24405 3.58828
C: 0.48409 -1.27404 3.59043
H: -0.75755 2.95195 4.86865
H: -2.31335 2.96598 5.68907
H: -0.82770 3.12628 6.62686
H: -1.71555 0.62980 5.08183
H: -1.81058 0.83206 6.81585
H: 0.13502 -0.50702 6.31308
H: 0.63858 1.01779 6.99736
H: 2.10131 0.37273 5.15236
H: 1.29692 1.88322 4.80619
H: 1.35210 0.52305 2.81114
H: -0.31722 0.70620 3.30573
H: 1.43312 -1.75685 3.83248
H: 0.17310 -1.62249 2.60499
H: -0.26426 -1.60746 4.31134

Atoms 1-6, force components in eV/Å:
C 0.5 0.6 0.2
C -0.8 -1.0 -0.3
O -0.1 1.3 0.0
C 0.8 -1.1 -0.9
O -0.3 0.3 0.1
C -0.4 0.1 1.2

Its multiplicity is 1. The value obtained for the HOMO-LUMO gap is 7.8 eV. For the total energy, the calculation gives -2460.36648 hartree.